Entry from the OMol25 dataset: C3H8OS in the gas phase (ωB97M-V/def2-TZVPD).

```
! wB97M-V def2-TZVPD RIJCOSX def2/J DEFGRID3
* xyz 0 1
S 2.52376 -0.73928 -0.81286
O -2.07787 0.25357 1.40300
C 0.13709 -0.22115 0.48479
C -1.25960 0.36367 0.25412
C 0.71841 -0.39170 -0.93655
H 0.55812 0.51733 -1.50900
H 0.64851 0.50344 1.13234
H -1.78689 -0.28157 -0.46957
H 0.23915 -1.13797 1.08130
H -2.49395 1.06967 1.69045
H -1.06973 1.38645 -0.10461
H 3.67644 -0.06003 -0.91257
H 0.18656 -1.26244 -1.30085
*
```

Its HOMO energy is -8.88 eV. As for the SMILES: OCCCS. Its frontier orbital gap is 9.554 eV. The calculated total energy is -16121.52934 eV.